No. 1
{
  "formula": "C9H16PS",
  "method": "ωB97M-V/def2-TZVPD",
  "species": ["C", "C", "C", "C", "C", "C", "C", "C", "C", "P", "S", "H", "H", "H", "H", "H", "H", "H", "H", "H", "H", "H", "H", "H", "H", "H", "H"],
  "xyz": [[0.88, 0.48, -0.73], [-0.53, -1.64, -0.41], [0.66, -0.18, -1.88], [-0.21, -1.39, -1.70], [1.10, 0.33, -3.16], [-0.59, -2.45, -2.79], [1.26, -1.50, 1.63], [-1.15, 2.62, 4.19], [-1.01, 2.45, 1.30], [0.13, -0.38, 0.71], [-0.64, 3.35, 2.65], [1.41, 1.37, -0.77], [-1.14, -2.47, 0.01], [1.96, -0.31, -3.53], [1.39, 1.38, -2.95], [0.34, 0.33, -4.03], [-1.40, -3.12, -2.50], [0.27, -3.01, -2.96], [-0.81, -1.97, -3.79], [1.77, -2.17, 0.90], [0.46, -2.08, 2.29], [2.08, -1.24, 2.32], [-1.92, 1.85, 4.00], [-1.47, 3.32, 4.90], [-0.33, 2.08, 4.50], [-0.71, 2.73, 0.39], [-1.80, 1.62, 1.41]],
  "lowdin_charge": [-0.2247, -0.2452, -0.3495, -0.2603, -0.0614, -0.0240, -0.2981, -0.2988, -0.2615, 0.9303, 1.0244, 0.0451, 0.1019, 0.1173, 0.0862, 0.1185, 0.0804, 0.0487, 0.0978, 0.0571, 0.0800, 0.0391, 0.0812, 0.0452, 0.0278, -0.0185, 0.0610],
  "charge": 1,
  "e_lumo_ev": [-5.65, -5.65],
  "largest_force_ev_per_a": 7.3,
  "e_above_lowest_kj_mol": 152.5,
  "gap_ev": [6.16, 6.16]
}

---

No. 2
{
  "formula": "C9H17Br2FNO6",
  "method": "ωB97M-V/def2-TZVPD",
  "species": ["C", "C", "Br", "C", "Br", "N", "F", "H", "H", "H", "H", "H", "C", "O", "C", "O", "O", "C", "H", "H", "H", "H", "H", "H", "C", "O", "C", "O", "O", "C", "H", "H", "H", "H", "H", "H"],
  "xyz": [[0.63, -1.91, -1.58], [2.18, -1.53, -1.24], [2.36, 0.47, -1.19], [3.30, -2.10, -2.29], [2.60, -3.25, -3.77], [4.37, -2.91, -1.56], [3.81, -3.99, -0.95], [0.34, -2.97, -1.13], [0.31, -1.77, -2.70], [-0.04, -1.14, -0.96], [2.50, -1.92, -0.16], [3.83, -1.17, -2.80], [-1.45, 2.34, -2.47], [-2.76, 2.21, -1.92], [-3.35, 1.01, -2.17], [-2.87, 0.09, -2.82], [-4.58, 1.02, -1.59], [-5.32, -0.18, -1.78], [-1.07, 3.33, -2.21], [-0.77, 1.59, -2.05], [-1.48, 2.27, -3.56], [-4.80, -1.03, -1.34], [-5.51, -0.35, -2.85], [-6.29, -0.06, -1.28], [-0.63, 2.36, 4.46], [0.66, 1.84, 4.78], [1.17, 0.99, 3.86], [0.62, 0.65, 2.82], [2.39, 0.58, 4.29], [3.05, -0.32, 3.41], [-0.94, 3.03, 5.27], [-0.60, 2.93, 3.53], [-1.36, 1.55, 4.39], [3.23, 0.15, 2.43], [2.46, -1.24, 3.29], [4.01, -0.58, 3.85]],
  "lowdin_charge": [-0.2288, -0.7059, 0.5149, -0.8246, 0.4405, -0.2513, -0.2714, 0.0922, 0.0563, 0.0564, 0.1000, 0.0652, -0.0462, -0.0147, -0.5597, 0.1114, -0.0166, -0.0579, 0.0932, 0.0775, 0.0990, 0.0996, 0.0964, 0.0895, -0.0584, -0.0174, -0.5608, 0.1088, -0.0165, -0.0444, 0.0894, 0.0983, 0.0969, 0.0948, 0.1008, 0.0938],
  "charge": -1,
  "e_lumo_ev": 2.38,
  "largest_force_ev_per_a": 6.2,
  "gap_ev": 4.67
}

---

No. 3
{
  "formula": "C9H17BrClNO7P",
  "method": "ωB97M-V/def2-TZVPD",
  "species": ["O", "P", "O", "O", "N", "C", "C", "Cl", "C", "C", "Br", "C", "C", "O", "H", "H", "H", "H", "H", "H", "H", "H", "H", "H", "H", "C", "O", "C", "O", "O", "C", "H", "H", "H", "H", "H", "H"],
  "xyz": [[-0.68, 0.75, -0.89], [-1.98, 0.24, -1.26], [-2.38, 0.34, -2.78], [-3.24, 0.75, -0.48], [-2.12, -1.49, -0.93], [-2.90, -2.26, -1.59], [-2.91, -3.67, -1.07], [-2.14, -4.78, -2.21], [-2.27, -3.44, 0.29], [-1.32, -2.27, 0.12], [0.30, -2.78, -0.84], [-1.01, -1.54, 1.42], [0.33, -0.80, 1.59], [1.36, -1.60, 2.12], [-1.79, -0.17, -3.36], [-3.24, 1.72, -0.41], [-3.52, -1.93, -2.42], [-3.94, -4.01, -0.99], [-3.11, -3.05, 0.88], [-1.90, -4.29, 0.86], [-1.83, -0.85, 1.65], [-1.03, -2.32, 2.20], [0.63, -0.33, 0.65], [0.16, 0.00, 2.30], [1.29, -2.51, 1.82], [5.22, 3.64, 1.50], [3.84, 3.97, 1.31], [3.26, 3.36, 0.29], [3.79, 2.58, -0.46], [1.99, 3.76, 0.22], [1.26, 3.18, -0.86], [5.55, 4.21, 2.36], [5.34, 2.57, 1.69], [5.81, 3.92, 0.63], [1.23, 2.10, -0.76], [1.70, 3.45, -1.81], [0.25, 3.58, -0.78]],
  "lowdin_charge": [-0.1871, 0.4320, -0.0571, -0.0471, -0.0465, -0.0328, -0.6432, 0.7009, -0.1729, -0.7041, 0.9130, -0.1537, -0.2911, -0.0581, 0.1225, 0.1311, 0.1658, 0.1241, 0.1479, 0.1459, 0.1309, 0.1368, 0.0762, 0.1318, 0.0579, -0.0292, 0.0083, -0.6257, 0.1234, 0.0057, -0.0512, 0.0951, 0.0975, 0.0990, 0.0633, 0.1022, 0.0884],
  "charge": 1,
  "e_lumo_ev": -5.53,
  "largest_force_ev_per_a": 0.8,
  "gap_ev": 7.01
}

---

No. 4
{
  "formula": "C9H17BrO3",
  "method": "ωB97M-V/def2-TZVPD",
  "species": ["C", "C", "C", "C", "C", "C", "C", "C", "C", "O", "O", "O", "Br", "H", "H", "H", "H", "H", "H", "H", "H", "H", "H", "H", "H", "H", "H", "H", "H", "H"],
  "xyz": [[0.83, 1.19, -0.03], [-1.89, 1.70, 0.74], [-1.11, -0.49, 1.68], [-2.63, -0.45, -0.30], [2.65, 1.52, 1.43], [2.23, -2.16, -2.01], [0.30, -1.16, -1.07], [-0.26, 0.32, -0.63], [-1.40, 0.25, 0.35], [0.71, 2.40, -0.09], [1.80, 0.61, 0.68], [1.54, -0.94, -1.71], [-0.78, 1.20, -2.34], [-1.91, 2.20, -0.24], [-2.92, 1.56, 1.21], [-0.92, 2.17, 1.39], [-1.82, -0.19, 2.48], [-1.37, -1.49, 1.55], [-0.17, -0.48, 2.20], [-2.24, -1.17, -0.98], [-3.06, 0.41, -0.86], [-3.32, -0.96, 0.28], [2.08, 2.38, 1.64], [3.64, 1.61, 0.91], [2.77, 0.90, 2.31], [3.22, -1.84, -2.44], [1.71, -2.61, -2.91], [2.36, -2.97, -1.33], [-0.46, -1.78, -1.76], [0.45, -1.73, -0.16]],
  "lowdin_spin": [0.0668, 0.0143, 0.0203, 0.0092, 0.0039, 0.0009, 0.0568, 0.4114, 0.0267, 0.0676, 0.0240, 0.0028, 1.2596, 0.0099, 0.0002, 0.0009, 0.0023, 0.0008, 0.0002, 0.0023, 0.0004, 0.0008, 0.0000, 0.0016, 0.0000, 0.0001, 0.0000, 0.0004, 0.0046, 0.0111],
  "e_lumo_ev": [0.71, -3.68],
  "largest_force_ev_per_a": 7.3,
  "e_above_lowest_kj_mol": 380.4,
  "gap_ev": [5.74, 6.23],
  "s_squared": 2.00,
  "multiplicity": 3
}

---

No. 5
{
  "formula": "C9H17FN3",
  "method": "ωB97M-V/def2-TZVPD",
  "species": ["C", "C", "C", "C", "C", "C", "C", "C", "C", "N", "N", "N", "F", "H", "H", "H", "H", "H", "H", "H", "H", "H", "H", "H", "H", "H", "H", "H", "H", "H"],
  "xyz": [[0.90, -1.10, -0.05], [2.27, -0.81, -0.08], [-0.14, 1.80, 0.31], [0.33, 2.44, -0.69], [3.00, 0.42, -0.16], [-1.88, -0.91, 1.34], [-2.24, 0.38, -0.82], [-1.63, -2.00, -0.98], [-1.46, -0.70, -0.14], [-0.06, -0.25, -0.10], [4.36, 0.32, -0.31], [-0.67, 1.92, 1.52], [3.15, -1.92, -0.15], [0.73, -2.16, 0.13], [0.52, 3.48, -0.60], [0.67, 1.95, -1.58], [2.54, 1.30, 0.25], [-2.97, -0.71, 1.57], [-1.78, -2.07, 1.55], [-1.44, -0.30, 2.06], [-1.98, 1.34, -0.60], [-3.29, 0.35, -0.59], [-2.05, 0.34, -1.98], [-2.61, -2.26, -1.41], [-0.92, -1.85, -1.76], [-1.19, -2.78, -0.40], [4.86, 1.04, 0.10], [4.75, -0.54, -0.26], [-1.63, 1.84, 1.60], [-0.14, 1.47, 2.25]],
  "lowdin_charge": [-0.0602, -0.1771, -0.1816, 0.0980, -0.0214, -0.0242, -0.0510, -0.0188, -0.5852, 0.0741, 0.1566, 0.1885, -0.0028, 0.1508, 0.1008, 0.1015, 0.1056, 0.1055, 0.1294, 0.0210, 0.0039, 0.0984, 0.1484, 0.1168, 0.0703, 0.0591, 0.0939, 0.0674, 0.0998, 0.1325],
  "charge": 1,
  "e_lumo_ev": -3.91,
  "largest_force_ev_per_a": 4.6,
  "e_above_lowest_kj_mol": 72.9,
  "gap_ev": 8.01
}

---

No. 6
{
  "formula": "C9H17N2",
  "method": "ωB97M-V/def2-TZVPD",
  "species": ["C", "C", "C", "C", "C", "C", "C", "C", "C", "N", "N", "H", "H", "H", "H", "H", "H", "H", "H", "H", "H", "H", "H", "H", "H", "H", "H", "H"],
  "xyz": [[0.87, 2.67, 1.50], [0.21, 2.13, 2.56], [-0.03, 0.82, 0.88], [1.42, -2.00, 0.20], [-1.59, -0.03, -1.52], [-1.59, -1.47, 0.57], [1.32, 2.23, -0.82], [0.50, -1.32, -0.90], [-0.82, -0.73, -0.51], [0.66, 1.85, 0.44], [-0.38, 1.01, 2.15], [1.42, 3.57, 1.62], [0.09, 2.32, 3.61], [1.22, -1.39, 1.13], [2.36, -1.97, -0.17], [1.13, -2.96, 0.32], [-1.93, 1.03, -1.26], [-2.58, -0.35, -1.60], [-1.19, 0.06, -2.47], [-1.64, -2.61, 0.33], [-2.53, -1.01, 0.61], [-1.30, -1.46, 1.56], [1.66, 3.35, -0.71], [2.15, 1.44, -0.91], [0.72, 2.40, -1.74], [0.95, -0.54, -1.39], [0.12, -2.01, -1.75], [-0.81, 0.20, 2.56]],
  "lowdin_charge": [-0.0463, -0.0590, -0.0778, -0.0095, -0.0419, -0.0417, 0.0066, -0.1926, -0.2877, -0.0847, 0.1091, 0.1284, 0.1328, 0.0947, 0.0456, 0.0358, 0.1385, 0.0767, 0.0738, 0.1528, 0.0724, 0.0385, 0.1336, 0.1275, 0.0972, 0.0522, 0.1717, 0.1534],
  "charge": 1,
  "e_lumo_ev": -3.11,
  "largest_force_ev_per_a": 5.7,
  "e_above_lowest_kj_mol": 389.3,
  "gap_ev": 10.12
}

---

No. 7
{
  "formula": "C9H17N2Pr",
  "method": "ωB97M-V/def2-TZVPD",
  "species": ["C", "C", "H", "H", "H", "H", "Pr", "C", "C", "C", "C", "H", "H", "H", "C", "H", "H", "N", "C", "C", "N", "H", "H", "H", "H", "H", "H", "H", "H"],
  "xyz": [[2.85, 1.37, -0.62], [2.99, 0.08, -0.12], [2.84, 2.26, 0.02], [3.05, 1.61, -1.67], [3.27, -0.77, -0.76], [3.08, -0.14, 0.95], [0.39, 0.27, -0.48], [-1.08, 0.68, -2.64], [0.03, -0.13, -3.03], [-1.34, -1.38, -1.66], [-1.92, -0.09, -1.79], [0.73, 0.09, -3.83], [0.49, -2.29, -2.56], [-1.79, -2.23, -1.16], [-0.13, -1.42, -2.41], [-2.88, 0.23, -1.38], [-1.32, 1.66, -3.04], [0.18, 1.22, 1.81], [-0.04, 0.06, 2.70], [-1.42, -0.49, 2.59], [-1.61, -1.09, 1.23], [1.18, 1.50, 1.83], [-0.36, 2.08, 2.06], [0.69, -0.70, 2.38], [0.14, 0.40, 3.73], [-1.49, -1.31, 3.32], [-2.24, 0.24, 2.71], [-2.56, -1.42, 1.21], [-1.75, -0.29, 0.60]],
  "lowdin_spin": [-0.0039, 0.0026, -0.0001, 0.0002, 0.0007, 0.0001, 2.0504, -0.0103, -0.0087, -0.0039, -0.0090, -0.0001, -0.0004, 0.0001, -0.0089, -0.0002, -0.0003, -0.0070, 0.0009, 0.0001, -0.0020, -0.0002, -0.0002, 0.0004, 0.0000, 0.0000, 0.0000, -0.0001, -0.0003],
  "charge": 2,
  "e_lumo_ev": [-8.99, -8.90],
  "largest_force_ev_per_a": 2.7,
  "gap_ev": [7.36, 7.44],
  "s_squared": 2.01,
  "multiplicity": 3
}

---

No. 8
{
  "formula": "C9H17N3O",
  "method": "ωB97M-V/def2-TZVPD",
  "species": ["C", "C", "N", "C", "C", "C", "O", "H", "H", "H", "H", "H", "H", "H", "H", "H", "H", "H", "C", "C", "C", "N", "C", "N", "H", "H", "H", "H", "H", "H"],
  "xyz": [[-1.44, -1.90, -2.33], [-2.14, -1.09, -1.21], [-2.26, 0.34, -1.43], [-3.50, 1.10, -1.83], [-1.07, 1.08, -1.29], [0.28, 0.61, -0.94], [-1.22, 2.30, -1.35], [-1.68, -2.96, -2.49], [-0.32, -2.06, -2.18], [-1.52, -1.20, -3.17], [-3.08, -1.51, -0.86], [-1.35, -1.10, -0.41], [-3.84, 0.94, -2.82], [-4.08, 1.18, -0.88], [-3.17, 2.12, -1.93], [0.69, 1.31, -0.21], [0.54, -0.33, -0.46], [0.93, 0.62, -1.83], [0.76, 0.95, 2.66], [1.95, 0.25, 2.27], [2.58, -0.83, 2.80], [3.85, -0.94, 2.30], [3.84, -0.05, 1.25], [2.81, 0.72, 1.19], [0.25, 0.53, 3.52], [-0.06, 0.87, 1.90], [0.77, 2.01, 2.93], [2.31, -1.39, 3.70], [4.50, -1.67, 2.51], [4.67, 0.11, 0.56]],
  "lowdin_charge": [-0.0885, -0.2253, -0.1185, -0.0198, -0.4652, -0.0297, 0.0009, 0.0650, 0.0821, 0.0708, 0.1085, 0.0994, 0.0759, 0.1085, 0.0542, 0.0657, 0.0667, 0.1021, -0.0684, -0.3319, -0.1014, 0.0571, -0.2270, 0.1014, 0.0759, 0.0795, 0.0858, 0.1201, 0.1400, 0.1161],
  "e_lumo_ev": 0.74,
  "largest_force_ev_per_a": 4.1,
  "e_above_lowest_kj_mol": 164.6,
  "smiles": "CCN(C)C(C)=O.Cc1c[nH]cn1",
  "gap_ev": 9.46
}

---

Number 1: E -29706.275 eV. Number 2: E -166183.425 eV. Number 3: E -117280.302 eV. Number 4: E -85786.207 eV. Number 5: E -16786.019 eV. Number 6: E -12579.139 eV. Number 7: E -26640.450 eV. Number 8: E -16124.848 eV.